{"formula": "C5H8N2", "method": "wB97M-V/def2-TZVPD", "species": ["C", "C", "C", "C", "N", "C", "N", "H", "H", "H", "H", "H", "H", "H", "H"], "coordinates": [[-1.107, -2.159, -1.602], [-1.026, 0.255, 0.109], [0.145, 0.762, -0.455], [0.782, 1.072, 0.761], [1.764, 1.993, 0.983], [0.104, 0.330, 1.814], [-0.881, -0.376, 1.288], [-1.917, -1.428, -1.689], [-0.278, -1.860, -2.248], [-1.474, -3.145, -1.897], [0.268, 1.287, -1.391], [1.703, 2.569, 1.809], [2.155, 2.459, 0.179], [0.358, 0.315, 2.870], [-0.761, -2.202, -0.566]], "de_lowest_ev": 4.236, "spin_multiplicity": 1, "orbital_gap_ev": [7.74, 7.74], "total_energy_ha": -304.6798, "lumo_ev": [-0.45, -0.59]}